A structure of composition C24H34FN3O5SiW. Source: the Open Molecules 2025 dataset; level of theory: ωB97M-V/def2-TZVPD.

E_HOMO (alpha / beta) (eV): -7.41 / -8.35
Energy relative to the best compared isomer or geometry (same formula, charge and spin) (kcal/mol): 11.0
Frontier orbital gap (alpha / beta) (eV): 7.20 / 8.50
<S²>: 2.018
E (Eh): -1931.93146
Multiplicity: 3
Max |F| (eV Å⁻¹): 0.58

Element x y z (Å)
W (-0.07050, -0.28070, -0.35955)
O (1.20165, 1.62150, -3.58633)
C (0.32019, 2.72695, -3.61524)
C (-1.13493, 2.31037, -3.71642)
N (-1.61799, 1.58763, -2.54633)
C (-2.33588, 0.37481, -2.89590)
C (-1.34212, -0.74483, -3.18459)
O (-1.38077, -1.41476, -4.19505)
O (-0.40983, -0.87064, -2.27772)
C (-2.30571, 2.40833, -1.58571)
C (-2.37212, 1.82976, -0.18159)
O (-2.97336, 2.39169, 0.69792)
O (-1.72722, 0.68592, 0.03083)
H (0.89187, 0.96842, -4.22379)
H (0.50100, 3.28901, -2.69736)
H (0.55472, 3.39105, -4.45889)
H (-1.75162, 3.19740, -3.92543)
H (-1.24424, 1.66500, -4.59558)
H (-2.94483, 0.05567, -2.04460)
H (-3.00074, 0.48908, -3.76183)
H (-1.79712, 3.37238, -1.48309)
H (-3.34382, 2.64089, -1.87428)
C (2.34638, -1.15456, -2.17713)
N (1.82554, -1.47213, -0.81919)
C (2.92666, -1.14054, 0.11506)
C (1.50749, -2.93953, -0.73580)
C (0.11818, -3.23892, -0.23096)
C (-0.27517, -4.56122, -0.06673)
C (-1.52845, -4.85870, 0.44379)
C (-2.39811, -3.83215, 0.78580)
C (-2.01196, -2.50970, 0.61320)
C (-0.74629, -2.19299, 0.11313)
H (3.30139, -1.67105, -2.32062)
H (2.49677, -0.07910, -2.25665)
H (1.62677, -1.47399, -2.92229)
H (3.81767, -1.71292, -0.16285)
H (2.63054, -1.37490, 1.12968)
H (3.13991, -0.07425, 0.05099)
H (2.24303, -3.39954, -0.06896)
H (1.65620, -3.37439, -1.72714)
H (0.39817, -5.36766, -0.33591)
H (-1.82778, -5.88999, 0.57180)
H (-3.38023, -4.06209, 1.17767)
H (-2.70216, -1.71621, 0.87100)
C (1.43385, 0.17114, 4.39160)
Si (0.38455, -0.53174, 2.98609)
C (-1.43014, -0.46359, 3.44056)
C (0.98596, -2.30364, 2.89526)
N (0.66365, 0.36493, 1.45891)
C (0.70937, 1.76804, 1.52535)
C (0.44342, 2.57060, 2.64224)
C (0.49794, 3.95478, 2.58047)
C (0.81500, 4.61693, 1.40645)
C (1.04761, 3.86781, 0.26168)
C (0.97062, 2.50297, 0.36933)
F (1.11174, 1.75464, -0.79275)
H (1.68813, -0.66604, 5.04556)
H (0.93705, 0.91386, 5.00998)
H (2.37038, 0.60246, 4.03905)
H (-1.77275, -1.44160, 3.77755)
H (-2.05362, -0.15284, 2.60061)
H (-1.59610, 0.24614, 4.25244)
H (0.70079, -2.75132, 3.85025)
H (2.07466, -2.33799, 2.86008)
H (0.57637, -2.92973, 2.11117)
H (0.15292, 2.11528, 3.57156)
H (0.27073, 4.52059, 3.47294)
H (0.85696, 5.69553, 1.37110)
H (1.27973, 4.31444, -0.69483)

A structure of composition C14H13Cl2N5OS2Ta. Source: the Open Molecules 2025 dataset; level of theory: ωB97M-V/def2-TZVPD.

E_HOMO (alpha / beta) (eV): -17.68 / -17.67
Frontier orbital gap (alpha / beta) (eV): 5.46 / 5.45
E (Eh): -2662.97053
Max |F| (eV Å⁻¹): 1.48
Charge: +3

Element x y z (Å)
Ta (1.66457, -1.40017, -1.81903)
S (0.71783, 0.66320, -2.30410)
C (-0.33330, 0.69353, -0.87065)
N (-1.36338, 1.61275, -0.94905)
N (-2.23049, 1.55537, -0.02230)
C (-3.29983, 2.39238, 0.09645)
C (-3.51668, 3.43865, -0.83246)
C (-4.61348, 4.23658, -0.65569)
C (-5.48446, 4.00711, 0.42446)
C (-5.26553, 2.97144, 1.34224)
C (-4.17391, 2.15860, 1.18686)
N (-0.11548, -0.06098, 0.14945)
N (0.88244, -0.95408, -0.06498)
C (1.58276, -1.47995, 1.03379)
C (2.04162, -2.80124, 0.91831)
C (2.88886, -3.32053, 1.89308)
C (3.19686, -2.55386, 3.00053)
C (2.67530, -1.25907, 3.14327)
C (1.88475, -0.70585, 2.16222)
H (-2.13084, 0.83935, 0.71252)
H (-2.82924, 3.59179, -1.65216)
H (-4.81324, 5.04604, -1.34371)
H (-6.34679, 4.65032, 0.54884)
H (-5.95134, 2.81637, 2.16292)
H (-3.98043, 1.34812, 1.88058)
H (1.62083, -3.46382, 0.17201)
H (3.23914, -4.34081, 1.81800)
H (3.81620, -2.96611, 3.78591)
H (2.90823, -0.68725, 4.03147)
H (1.52226, 0.31038, 2.23931)
O (2.39106, -3.59721, -2.18144)
S (0.98770, -3.92210, -2.59550)
N (0.19423, -2.65050, -2.42026)
Cl (4.17291, -0.98191, -1.34356)
C (4.62009, -1.26238, -3.06961)
Cl (3.12645, -1.26722, -4.05884)
H (5.09002, -2.23836, -3.13193)
H (5.22428, -0.41856, -3.38697)

A structure of composition C31H27ClEuF3IN3O3P. Source: the Open Molecules 2025 dataset; level of theory: ωB97M-V/def2-TZVPD.

E_HOMO (alpha / beta) (eV): -7.84 / -11.00
Energy relative to the best compared isomer or geometry (same formula, charge and spin) (kcal/mol): 113.1
Frontier orbital gap (alpha / beta) (eV): 5.35 / 6.10
<S²>: 12.034
E (Eh): -3696.39239
Multiplicity: 7
Max |F| (eV Å⁻¹): 2.74
Charge: +1

Element x y z (Å)
Eu (-0.93278, 0.18813, 0.08016)
O (3.14559, -0.86890, -0.60284)
C (2.42228, 0.15632, -0.66636)
O (1.19423, 0.14156, -0.99640)
C (3.08462, 1.45563, -0.32850)
C (4.47773, 1.49843, -0.37702)
C (5.15712, 2.66492, -0.08572)
C (4.44471, 3.80041, 0.27506)
C (3.06192, 3.76121, 0.33984)
C (2.35931, 2.59717, 0.03713)
P (0.51937, 2.63090, 0.09782)
C (0.16101, 3.73491, 1.50883)
C (-0.08913, 3.09734, 2.72651)
C (-0.34290, 3.83588, 3.87385)
C (-0.35597, 5.22128, 3.81306)
C (-0.11268, 5.86525, 2.60660)
C (0.14413, 5.12868, 1.46012)
C (0.17784, 3.61378, -1.40845)
C (-0.94437, 4.43975, -1.49884)
C (-1.21256, 5.12839, -2.67269)
C (-0.37644, 4.98899, -3.77223)
C (0.73042, 4.15709, -3.69601)
C (1.00797, 3.47384, -2.52027)
H (5.01606, 0.60293, -0.65418)
H (6.23865, 2.69202, -0.13675)
H (4.96700, 4.71928, 0.51063)
H (2.52186, 4.65219, 0.63155)
H (-0.08652, 2.01492, 2.78499)
H (-0.54040, 3.32788, 4.80955)
H (-0.56281, 5.80253, 4.70324)
H (-0.13040, 6.94695, 2.55699)
H (0.32301, 5.64473, 0.52452)
H (-1.61091, 4.54947, -0.65479)
H (-2.08069, 5.77365, -2.72640)
H (-0.58831, 5.52704, -4.68804)
H (1.38654, 4.04556, -4.55040)
H (1.88294, 2.83620, -2.46767)
Cl (-4.75674, -3.77745, 4.46933)
C (-3.53187, -2.83007, 3.72888)
C (-2.65553, -2.11646, 4.54843)
C (-1.67516, -1.34031, 3.98207)
I (-0.32839, -0.30968, 5.18886)
C (-1.52712, -1.22599, 2.56490)
O (-0.61023, -0.43736, 2.02878)
C (-2.40293, -1.99936, 1.73023)
N (-2.23434, -1.90359, 0.39133)
C (-3.06024, -2.59494, -0.40852)
C (-4.07088, -3.40056, 0.07077)
C (-4.26795, -3.49991, 1.44533)
C (-3.42670, -2.79473, 2.31218)
H (-2.75420, -2.18225, 5.62323)
H (-2.90331, -2.48381, -1.47389)
H (-4.70772, -3.92819, -0.62634)
H (-5.06311, -4.10713, 1.85490)
N (3.17898, -3.46839, -0.51795)
C (2.26681, -4.10000, 0.47836)
C (0.82015, -3.77966, 0.13002)
N (0.55620, -2.34798, 0.00423)
H (4.15294, -3.68181, -0.31891)
H (3.08973, -2.37138, -0.49877)
H (2.98010, -3.80031, -1.45907)
H (2.51910, -3.67550, 1.44842)
H (2.44096, -5.17462, 0.50869)
H (0.18160, -4.20971, 0.90187)
H (0.55300, -4.26472, -0.81119)
H (1.06039, -1.94536, -0.77070)
H (0.87781, -1.87758, 0.84468)
F (-2.31308, 2.20736, -0.36433)
C (-3.35079, 1.24595, -0.57889)
F (-3.15808, 0.54680, 0.68599)
F (-2.51074, 0.30768, -1.45519)

A cluster of 9 separate species, H18O9 in total. Source: the Open Molecules 2025 dataset; level of theory: ωB97M-V/def2-TZVPD.

E_HOMO (eV): -10.23
Energy relative to the best compared isomer or geometry (same formula, charge and spin) (kcal/mol): 109.9
Frontier orbital gap (eV): 9.82
E (Eh): -687.85071
Max |F| (eV Å⁻¹): 5.03
SMILES string: O.O.O.O.O.O.O.O.O

Element x y z (Å)
O (0.18959, -0.62074, -3.17670)
H (0.77159, -1.22174, -3.77470)
H (0.35459, 0.08026, -3.76170)
O (2.11559, 0.01026, -0.89270)
H (2.16659, -0.96974, -0.56970)
H (1.67259, -0.12874, -1.91570)
O (-1.27541, 1.33526, 2.16430)
H (-1.29241, 0.37526, 2.62330)
H (-0.59041, 0.97226, 1.59830)
O (2.22359, 1.27026, 1.86630)
H (1.88659, 0.56726, 1.22830)
H (1.52059, 1.85326, 2.14230)
O (0.91159, 2.84326, -0.24170)
H (1.43959, 2.32126, 0.42130)
H (1.46559, 2.99026, -1.08770)
O (-0.51341, -0.01674, 0.28830)
H (0.18359, 0.28526, -0.46670)
H (-1.12041, -0.44574, -0.28770)
O (-0.56341, -2.64474, 1.53830)
H (-1.27841, -2.91174, 2.12830)
H (-0.10441, -2.14674, 2.14030)
O (-2.97641, 2.51226, 0.42130)
H (-2.43441, 1.80226, 0.74330)
H (-3.07741, 2.29326, -0.54770)
O (-0.81141, -3.43674, -1.06070)
H (-0.93341, -3.14274, -0.15070)
H (0.06959, -3.82574, -1.36970)

A structure of composition C4H16NO6. Source: the Open Molecules 2025 dataset; level of theory: ωB97M-V/def2-TZVPD.

E_HOMO (eV): -5.26
Energy relative to the best compared isomer or geometry (same formula, charge and spin) (kcal/mol): 29.0
Frontier orbital gap (eV): 8.59
E (Eh): -668.24390
Max |F| (eV Å⁻¹): 2.07
Charge: -1

Element x y z (Å)
C (0.86450, 2.26787, -0.80078)
C (1.92082, 1.49230, -1.55390)
N (1.47302, 0.32391, -2.13410)
C (0.69045, -0.78364, -1.51988)
C (-0.85496, -0.50455, -1.43880)
O (-1.28650, -0.62795, -0.12750)
O (2.99456, 1.96667, -1.87413)
H (0.16566, 2.68333, -1.52669)
H (1.30795, 3.11929, -0.28512)
H (0.35492, 1.64187, -0.07593)
H (2.27108, -0.05408, -2.63484)
H (1.16733, -1.69738, -1.88454)
H (0.99349, -0.88501, -0.46699)
H (-0.96444, 0.54226, -1.73449)
H (-1.33751, -1.27157, -2.04961)
H (-2.52235, -1.24173, 3.23710)
H (-1.59671, -0.19477, 2.71867)
O (-2.10005, -0.42909, 3.55528)
H (1.19483, -2.03129, 2.37907)
H (2.02994, -0.81024, 2.44134)
O (1.91137, -1.64772, 2.89920)
H (-2.92136, -2.00916, -0.99514)
H (-3.60738, -0.92537, -0.23516)
O (-3.80015, -1.69382, -0.78336)
H (-1.01890, 1.21865, 1.93211)
H (-0.81127, 0.02447, 0.90072)
O (-0.39184, 0.49173, 1.83225)

A structure of composition C53H34Cl5F9LaN7PS. Source: the Open Molecules 2025 dataset; level of theory: ωB97M-V/def2-TZVPD.

E_HOMO (eV): -9.25
Energy relative to the best compared isomer or geometry (same formula, charge and spin) (kcal/mol): 0.0
Frontier orbital gap (eV): 5.99
E (Eh): -6394.32847
Max |F| (eV Å⁻¹): 1.41
Charge: +1

Element x y z (Å)
La (-1.69869, -0.36167, -0.46580)
C (-1.45742, 3.89752, -3.56601)
C (-1.40623, 2.51497, -2.97884)
N (-2.22921, 2.01580, -2.13543)
N (-3.27651, 2.79679, -1.71258)
C (-4.36186, 2.23139, -1.11426)
N (-5.30895, 3.11463, -0.77573)
S (-4.54997, 0.59833, -0.81362)
C (-0.33006, 1.59827, -3.47801)
C (0.42778, 1.96235, -4.57362)
C (1.33580, 1.04871, -5.09347)
C (1.44065, -0.18882, -4.49875)
C (0.66162, -0.45595, -3.37967)
N (-0.19547, 0.41956, -2.86149)
H (-2.23151, 4.54455, -3.16975)
H (-0.50096, 4.39884, -3.40801)
H (-1.61839, 3.83855, -4.64315)
H (-3.29909, 3.77468, -1.94934)
H (-5.25528, 4.09630, -0.98781)
H (-6.14396, 2.76112, -0.33987)
H (0.32037, 2.93428, -5.03205)
H (1.93702, 1.30879, -5.95469)
H (2.11468, -0.94578, -4.87666)
H (0.73890, -1.40754, -2.86765)
C (-1.50313, 4.16778, 1.70641)
C (-1.39065, 3.07023, 0.84063)
N (-1.76587, 1.85100, 1.14482)
C (-2.32077, 1.61396, 2.38067)
C (-2.51723, 2.67128, 3.29980)
C (-2.06552, 3.95696, 2.93063)
C (-3.16184, 2.44032, 4.53711)
C (-3.60980, 1.18057, 4.79641)
C (-3.39261, 0.11327, 3.90060)
C (-2.70818, 0.26639, 2.70829)
N (-2.41708, -0.73453, 1.79600)
C (-2.65312, -2.07832, 2.16406)
C (-2.26858, -2.62252, 3.36179)
C (-2.48346, -3.98510, 3.65997)
C (-3.09104, -4.80904, 2.75932)
C (-3.49962, -4.28473, 1.51216)
C (-4.14231, -5.07481, 0.52903)
C (-4.52661, -4.51577, -0.65097)
C (-4.22016, -3.15983, -0.88686)
N (-3.59114, -2.40286, -0.02325)
C (-3.26836, -2.93182, 1.20173)
H (-1.14837, 5.14247, 1.39866)
H (-0.97679, 3.21712, -0.14948)
H (-2.18405, 4.77358, 3.63442)
H (-3.30738, 3.25708, 5.23249)
H (-4.14239, 0.98082, 5.71841)
H (-3.77508, -0.86176, 4.16443)
H (-1.76393, -1.99452, 4.08492)
H (-2.15553, -4.37728, 4.61416)
H (-3.26712, -5.85437, 2.97965)
H (-4.33012, -6.12246, 0.73479)
H (-5.03367, -5.08974, -1.41514)
H (-4.47485, -2.70450, -1.83803)
Cl (0.06698, -3.05091, 0.90994)
C (-0.49842, -3.52222, -0.69153)
C (-1.05412, -2.52089, -1.44626)
C (-1.62429, -2.90636, -2.63259)
Cl (-2.54740, -1.65056, -3.48707)
C (-1.56413, -4.19940, -3.13139)
Cl (-2.26364, -4.59481, -4.65463)
C (-0.96332, -5.18421, -2.34172)
Cl (-0.89518, -6.80651, -2.90055)
C (-0.44841, -4.85441, -1.08549)
Cl (0.21681, -6.06410, -0.05989)
F (5.36648, 5.49592, -2.17951)
C (4.36074, 4.95893, -2.88063)
F (4.87118, 4.54567, -4.05145)
F (3.48718, 5.93985, -3.15068)
C (3.71783, 3.81612, -2.14042)
C (4.50059, 2.71956, -1.79702)
C (3.93529, 1.64564, -1.13354)
C (2.57368, 1.64115, -0.81670)
C (1.81376, 2.74790, -1.16570)
C (2.37690, 3.84140, -1.81300)
P (1.73838, 0.29118, 0.11319)
C (2.16379, 0.70297, 1.84754)
C (1.11338, 0.99252, 2.70953)
C (1.35310, 1.36766, 4.02640)
C (2.65395, 1.43992, 4.48498)
C (3.71698, 1.13174, 3.64175)
C (3.47238, 0.76211, 2.33103)
C (2.92912, 1.88892, 5.89696)
F (1.88756, 1.65439, 6.70583)
F (3.99448, 1.26574, 6.41635)
F (3.17953, 3.20743, 5.94494)
C (2.82752, -1.14847, -0.24000)
C (3.34082, -1.35576, -1.52016)
C (4.04536, -2.51089, -1.83302)
C (4.24506, -3.47485, -0.85783)
C (3.76002, -3.27546, 0.42479)
C (3.05735, -2.12295, 0.72869)
C (4.96347, -4.76047, -1.17066)
F (5.86521, -5.05583, -0.22231)
F (5.61031, -4.70217, -2.34120)
F (4.10884, -5.79260, -1.23358)
H (5.55409, 2.70868, -2.04881)
H (4.56116, 0.79964, -0.87903)
H (0.76082, 2.75941, -0.92564)
H (1.77794, 4.70670, -2.06436)
H (0.09542, 0.91243, 2.35999)
H (0.52559, 1.58486, 4.68999)
H (4.73227, 1.17752, 4.01368)
H (4.30893, 0.51890, 1.68616)
H (3.21851, -0.59674, -2.28296)
H (4.44900, -2.65366, -2.82654)
H (3.92711, -4.02409, 1.18848)
H (2.67716, -1.99113, 1.73428)

Q: Number 6 is which compound?
A: C53H34Cl5F9LaN7PS

Repeat the second record exactly.
A structure of composition C14H13Cl2N5OS2Ta. Source: the Open Molecules 2025 dataset; level of theory: ωB97M-V/def2-TZVPD.

E_HOMO (alpha / beta) (eV): -17.68 / -17.67
Frontier orbital gap (alpha / beta) (eV): 5.46 / 5.45
E (Eh): -2662.97053
Max |F| (eV Å⁻¹): 1.48
Charge: +3

Element x y z (Å)
Ta (1.66457, -1.40017, -1.81903)
S (0.71783, 0.66320, -2.30410)
C (-0.33330, 0.69353, -0.87065)
N (-1.36338, 1.61275, -0.94905)
N (-2.23049, 1.55537, -0.02230)
C (-3.29983, 2.39238, 0.09645)
C (-3.51668, 3.43865, -0.83246)
C (-4.61348, 4.23658, -0.65569)
C (-5.48446, 4.00711, 0.42446)
C (-5.26553, 2.97144, 1.34224)
C (-4.17391, 2.15860, 1.18686)
N (-0.11548, -0.06098, 0.14945)
N (0.88244, -0.95408, -0.06498)
C (1.58276, -1.47995, 1.03379)
C (2.04162, -2.80124, 0.91831)
C (2.88886, -3.32053, 1.89308)
C (3.19686, -2.55386, 3.00053)
C (2.67530, -1.25907, 3.14327)
C (1.88475, -0.70585, 2.16222)
H (-2.13084, 0.83935, 0.71252)
H (-2.82924, 3.59179, -1.65216)
H (-4.81324, 5.04604, -1.34371)
H (-6.34679, 4.65032, 0.54884)
H (-5.95134, 2.81637, 2.16292)
H (-3.98043, 1.34812, 1.88058)
H (1.62083, -3.46382, 0.17201)
H (3.23914, -4.34081, 1.81800)
H (3.81620, -2.96611, 3.78591)
H (2.90823, -0.68725, 4.03147)
H (1.52226, 0.31038, 2.23931)
O (2.39106, -3.59721, -2.18144)
S (0.98770, -3.92210, -2.59550)
N (0.19423, -2.65050, -2.42026)
Cl (4.17291, -0.98191, -1.34356)
C (4.62009, -1.26238, -3.06961)
Cl (3.12645, -1.26722, -4.05884)
H (5.09002, -2.23836, -3.13193)
H (5.22428, -0.41856, -3.38697)

Q: Number 3 is which compound?
A: C31H27ClEuF3IN3O3P

Q: Which of these has the highest E?
A: C4H16NO6